# 1
The following is a DFT calculation (ωB97M-V with the def2-TZVPD basis set) of C39H31ClKN9O6S3 as an isolated structure at a distorted geometry.

Each line ends with the Mulliken charge.
Cartesian coordinates (Å):
K -1.48 -0.20 -0.16  0.77
C 4.18 -4.72 -1.27  -0.39
C 2.84 -4.88 -0.90  -0.80
C 1.86 -4.03 -1.38  0.13
C 2.18 -2.97 -2.24  -1.13
C 3.53 -2.82 -2.62  0.31
C 4.51 -3.68 -2.14  -0.62
N 1.22 -2.04 -2.63  -0.01
C 0.60 -2.27 -3.76  0.62
C 0.90 -3.40 -4.62  -0.62
C 0.38 -3.52 -5.87  -0.56
C -0.52 -2.58 -6.39  -0.97
C -0.90 -1.54 -5.60  -0.29
C -0.41 -1.36 -4.28  -0.06
N -0.98 -0.37 -3.47  0.63
N -1.56 0.52 -4.13  -0.81
C -2.45 1.35 -3.41  0.47
C -2.59 2.66 -3.87  -0.34
C -3.63 3.42 -3.38  -0.32
C -4.50 2.86 -2.45  -0.55
C -4.25 1.57 -2.02  -0.23
N -3.24 0.82 -2.48  -0.38
H 4.94 -5.38 -0.88  0.36
H 2.56 -5.68 -0.22  0.36
H 0.83 -4.15 -1.08  0.53
H 3.78 -2.01 -3.29  0.46
H 5.54 -3.54 -2.44  0.34
H 1.59 -4.15 -4.25  0.40
H 0.66 -4.39 -6.46  0.34
H -0.95 -2.71 -7.38  0.32
H -1.65 -0.83 -5.94  0.42
H -1.90 3.04 -4.60  0.38
H -3.76 4.45 -3.71  0.37
H -5.34 3.42 -2.04  0.38
H -4.86 1.12 -1.25  0.34
N 2.65 -0.65 0.02  -0.53
C 2.43 0.48 -0.71  0.12
N 1.40 1.26 -0.55  0.13
C 1.48 2.36 -1.37  -0.36
C 2.56 2.42 -2.18  -0.27
S 3.57 1.04 -1.90  -0.29
C 0.39 3.35 -1.29  -0.89
C 0.41 4.62 -1.76  -0.13
S -1.07 5.41 -1.32  -0.38
C -1.60 3.94 -0.53  -0.09
N -0.73 2.97 -0.61  0.84
N -2.79 3.85 0.09  -0.02
H 1.79 -1.00 0.45  0.74
H 3.15 -1.37 -0.46  0.18
H 2.80 3.16 -2.92  0.44
H 1.21 5.14 -2.27  0.47
H -3.25 4.69 0.38  0.19
H -2.97 2.98 0.62  0.06
O -3.04 -4.43 1.80  -0.75
S -2.46 -3.24 2.37  1.13
O -3.31 -2.44 3.22  -0.68
N -1.71 -2.34 1.26  -0.62
C -0.39 -2.24 1.50  0.59
O 0.40 -1.55 0.86  -0.65
C 0.06 -3.07 2.69  0.40
C 1.35 -3.23 3.17  -0.38
C 1.52 -4.05 4.27  -0.80
C 0.43 -4.68 4.88  -0.39
C -0.86 -4.51 4.39  -0.70
C -1.01 -3.69 3.29  -0.08
H 2.18 -2.74 2.68  0.55
H 2.52 -4.21 4.68  0.39
H 0.60 -5.31 5.75  0.38
H -1.71 -4.99 4.86  0.43
C -0.01 3.11 6.19  -1.37
C 0.41 3.42 4.78  0.84
C 1.12 4.56 4.46  -0.78
C 1.46 4.82 3.14  -0.06
Cl 2.35 6.29 2.76  -0.32
C 1.09 3.97 2.12  -0.73
C 0.38 2.81 2.43  0.79
C 0.05 2.54 3.75  -0.33
O -0.61 1.42 4.14  -0.52
C -1.33 0.75 3.11  0.21
C -2.42 1.63 2.46  0.73
O -2.85 2.60 3.10  -0.78
O -2.75 1.25 1.29  -0.78
H 0.26 3.93 6.86  0.37
H 0.46 2.19 6.55  0.29
H -1.09 2.95 6.23  0.29
H 1.41 5.26 5.23  0.33
H 1.34 4.19 1.09  0.47
H 0.09 2.15 1.62  0.43
H -1.83 -0.09 3.59  0.26
H -0.64 0.35 2.36  -0.21

Results
Highest occupied orbital energy (eV): -1.8
Relative energy (zero: lowest compared OMol25 entry of this formula, charge and spin) (kcal per mole): 13.2
E_LUMO (eV): 3.796
Charge: -2


# 2
The following is a DFT calculation (ωB97M-V with the def2-TZVPD basis set) of C39H31Co2O8P as an isolated structure at a distorted geometry.

Each line ends with the Mulliken charge.
Cartesian coordinates (Å):
C 4.10 -4.37 0.30  -1.37
C 2.92 -4.18 1.21  0.59
C 3.02 -3.29 2.36  1.35
C 2.04 -3.57 3.45  -1.00
C 2.46 -2.86 4.75  -0.50
C 3.89 -3.30 4.96  -0.54
O 4.79 -2.76 3.94  -0.39
C 4.32 -2.64 2.68  -0.09
O 4.96 -1.97 1.86  -0.68
O 1.88 -4.81 0.98  -0.74
H 4.83 -3.58 0.44  0.39
H 4.56 -5.33 0.56  0.27
H 3.73 -4.43 -0.73  0.34
H 1.04 -3.30 3.11  0.33
H 2.00 -4.65 3.67  0.43
H 2.36 -1.77 4.67  0.25
H 1.84 -3.19 5.59  0.39
H 4.32 -2.99 5.92  0.37
H 3.91 -4.40 4.90  0.29
O 0.55 5.25 -2.80  -0.40
C 0.97 4.17 -2.81  0.25
Co 1.96 2.74 -3.09  -0.34
C 1.65 2.68 -4.80  0.28
O 1.49 2.82 -5.93  -0.34
C 3.57 3.50 -3.06  0.26
O 4.56 4.08 -3.15  -0.33
C 1.54 1.04 -2.05  -1.11
C 1.12 1.16 -0.75  -0.14
C 1.57 1.18 0.54  0.08
C 1.13 2.30 1.35  1.09
C 1.91 2.98 2.32  -1.08
C 1.55 4.27 2.71  -0.64
C 0.37 4.87 2.24  -0.72
C -0.52 4.11 1.48  -1.18
C -0.16 2.83 1.09  -0.27
Co -0.12 1.69 -1.99  1.60
C -1.03 3.14 -1.53  -0.13
O -1.80 3.99 -1.28  -0.35
C -0.63 1.78 -3.72  -0.28
O -1.13 1.81 -4.77  -0.36
P -1.85 0.43 -1.35  2.19
C -3.56 0.95 -0.94  0.00
C -4.21 0.57 0.25  -0.46
C -5.38 1.23 0.65  -0.85
C -6.06 2.04 -0.26  -0.57
C -5.54 2.22 -1.55  -0.68
C -4.28 1.71 -1.88  -0.32
C -2.13 -0.89 -2.60  0.38
C -3.38 -1.53 -2.67  -0.70
C -3.61 -2.50 -3.65  -0.77
C -2.60 -2.82 -4.57  -0.61
C -1.35 -2.20 -4.48  -0.87
C -1.12 -1.23 -3.51  0.18
C -1.39 -0.47 0.18  0.73
C -0.61 -1.62 0.02  -1.20
C 0.28 -1.97 1.03  -0.52
C 0.38 -1.18 2.19  0.28
C -0.62 -0.26 2.47  -1.18
C -1.52 0.11 1.46  -1.03
H 2.12 0.18 -2.42  0.77
H 2.40 0.55 0.87  0.76
H 2.80 2.50 2.72  0.53
H 2.19 4.84 3.39  0.42
H 0.12 5.91 2.46  0.45
H -1.50 4.51 1.20  0.48
H -0.89 2.16 0.63  1.15
H -3.82 -0.24 0.88  0.81
H -5.75 1.09 1.66  0.44
H -6.99 2.53 0.02  0.38
H -6.11 2.76 -2.31  0.41
H -3.85 1.90 -2.87  0.40
H -4.16 -1.27 -1.96  0.43
H -4.58 -2.99 -3.70  0.43
H -2.79 -3.56 -5.35  0.38
H -0.55 -2.46 -5.18  0.43
H -0.14 -0.75 -3.45  0.12
H -0.67 -2.21 -0.89  0.46
H 0.87 -2.88 0.90  0.24
H 1.25 -1.25 2.85  0.07
H -0.67 0.21 3.45  0.37
H -2.28 0.86 1.68  0.47

Results
Highest occupied orbital energy (eV): -6.1
Relative energy (zero: lowest compared OMol25 entry of this formula, charge and spin) (kcal per mole): 0.0
E_LUMO (eV): -3.750


# 3
The following is a DFT calculation (ωB97M-V with the def2-TZVPD basis set) of C39H31F3RuSb as an isolated structure.

Each line ends with the Mulliken charge.
Cartesian coordinates (Å):
Ru 0.95 0.96 1.36  0.09
C 2.40 -1.61 3.85  -1.69
C 2.20 -0.19 3.39  1.61
C 3.00 0.36 2.38  -0.58
C 2.95 1.74 2.08  -1.06
C 2.05 2.57 2.76  -0.18
C 1.19 2.01 3.71  -0.73
C 1.27 0.64 4.01  -0.74
H 3.04 -1.60 4.73  0.34
H 2.90 -2.21 3.09  0.41
H 1.47 -2.08 4.13  0.41
H 3.75 -0.25 1.89  0.54
H 3.66 2.17 1.39  0.55
H 2.05 3.64 2.59  0.55
H 0.50 2.65 4.25  0.54
H 0.64 0.24 4.79  0.58
F -6.56 -0.60 -3.33  -0.23
C -5.41 -0.70 -2.72  0.26
C -5.04 -1.95 -2.21  -0.65
C -3.82 -2.06 -1.59  -0.58
C -3.02 -0.90 -1.41  0.75
C -3.39 0.33 -2.02  -0.52
C -4.60 0.45 -2.64  -0.63
Sb -1.17 -1.11 -0.47  1.72
C -1.43 -2.84 0.66  -0.08
C -0.46 -3.84 0.60  -0.73
C -0.62 -5.01 1.32  -0.68
C -1.78 -5.17 2.07  0.23
F -1.94 -6.29 2.75  -0.29
C -2.77 -4.21 2.13  -0.78
C -2.60 -3.03 1.41  -0.18
C -1.27 0.43 1.05  -1.46
C -1.44 1.78 0.66  0.82
C -1.99 2.72 1.52  -1.23
C -2.38 2.30 2.78  0.23
F -2.91 3.18 3.60  -0.31
C -2.24 0.99 3.22  -1.00
C -1.68 0.07 2.37  -0.06
H -5.71 -2.80 -2.31  0.50
H -3.50 -3.02 -1.21  0.48
H -2.75 1.20 -1.97  0.22
H -4.95 1.37 -3.08  0.51
H 0.43 -3.72 0.00  0.54
H 0.11 -5.81 1.29  0.52
H -3.66 -4.39 2.71  0.49
H -3.38 -2.29 1.44  0.61
H -1.27 2.07 -0.37  0.77
H -2.16 3.75 1.22  0.61
H -2.56 0.72 4.22  0.55
H -1.57 -0.96 2.70  0.78
C 0.86 3.33 -5.23  -0.40
C 0.92 4.33 -4.26  -0.77
C 1.03 3.98 -2.93  -0.44
C 1.13 2.61 -2.56  0.71
C 1.03 1.61 -3.57  -0.08
C 0.90 1.98 -4.89  -0.95
C 1.26 2.32 -1.17  -0.76
C 1.63 1.13 -0.53  0.27
C 2.59 0.18 -1.05  1.37
C 2.55 -1.18 -0.68  -0.14
C 3.49 -2.08 -1.14  -0.87
C 4.53 -1.63 -1.96  -0.67
C 4.63 -0.28 -2.30  -0.91
C 3.67 0.61 -1.85  -0.40
H 0.76 3.61 -6.27  0.45
H 0.89 5.38 -4.54  0.46
H 1.08 4.74 -2.17  0.45
H 1.03 0.57 -3.30  0.52
H 0.81 1.22 -5.66  0.47
H 0.98 3.15 -0.53  0.51
H 1.77 -1.53 -0.02  0.35
H 3.43 -3.13 -0.87  0.49
H 5.28 -2.33 -2.30  0.46
H 5.46 0.06 -2.90  0.50
H 3.77 1.66 -2.09  0.53

Results
Highest occupied orbital energy (spin up / spin down) (eV): -16.0 / -16.9
E_LUMO (spin up / spin down) (eV): -9.065 / -11.694
Spin multiplicity: 5
Charge: +3


# 4
The following is a DFT calculation (ωB97M-V with the def2-TZVPD basis set) of C39H31N11Ti as an isolated structure at a distorted geometry.

Each line ends with the Mulliken charge.
Cartesian coordinates (Å):
Ti 0.18 0.02 -0.34  -1.88
C 5.20 -2.01 -2.28  -0.60
C 4.08 -2.80 -2.53  -0.94
C 2.81 -2.26 -2.45  0.34
C 2.62 -0.92 -2.11  -1.36
C 3.74 -0.13 -1.89  -0.05
C 5.02 -0.67 -1.97  -0.96
N 1.31 -0.39 -1.99  2.01
C 0.53 -0.44 -3.15  -0.17
C 1.00 -0.33 -4.45  -0.54
C 0.11 -0.34 -5.51  -0.82
C -1.26 -0.45 -5.29  -0.72
C -1.75 -0.58 -3.99  -0.76
C -0.85 -0.59 -2.93  0.55
N -1.15 -0.71 -1.58  2.33
N -2.40 -1.16 -1.22  -1.59
C -2.41 -1.29 0.08  -0.19
C -3.53 -1.86 0.77  -0.90
C -3.49 -2.02 2.12  -0.48
C -2.32 -1.61 2.84  -1.11
C -1.29 -1.07 2.15  -0.57
N -1.30 -0.89 0.80  1.40
H 6.19 -2.43 -2.34  0.41
H 4.20 -3.85 -2.78  0.41
H 1.93 -2.88 -2.64  0.49
H 3.62 0.91 -1.64  0.42
H 5.88 -0.04 -1.78  0.47
H 2.07 -0.24 -4.63  0.48
H 0.48 -0.25 -6.53  0.41
H -1.95 -0.46 -6.12  0.40
H -2.80 -0.71 -3.79  0.52
H -4.38 -2.16 0.18  0.53
H -4.32 -2.45 2.64  0.41
H -2.26 -1.73 3.91  0.46
H -0.39 -0.74 2.65  0.42
C 1.41 -3.97 0.67  -0.99
C 2.61 -3.84 1.36  -0.59
C 3.14 -2.59 1.55  -0.87
C 2.47 -1.46 1.05  0.09
N 1.28 -1.59 0.44  1.49
C 0.78 -2.83 0.23  -0.39
N 3.14 -0.27 1.16  -0.38
C 2.63 0.90 0.96  0.20
N 1.31 1.28 0.80  0.41
C 1.29 2.69 0.80  -0.17
N 0.33 3.53 0.86  -0.35
C -1.01 3.19 1.02  0.30
C -1.85 4.26 1.34  -0.77
C -3.18 4.02 1.61  -0.57
C -3.64 2.71 1.55  -1.01
C -2.75 1.72 1.19  0.10
N -1.47 1.94 0.91  0.67
C 2.69 3.18 0.79  0.33
C 3.20 4.46 0.69  -0.36
C 4.58 4.59 0.70  -0.74
C 5.42 3.48 0.81  -0.71
C 4.89 2.20 0.93  -0.24
C 3.51 2.09 0.91  0.27
H 0.96 -4.93 0.47  0.51
H 3.13 -4.71 1.73  0.40
H 4.09 -2.43 2.04  0.58
H -0.16 -2.87 -0.31  0.38
H -1.41 5.25 1.39  0.54
H -3.84 4.84 1.87  0.41
H -4.67 2.46 1.77  0.49
H -3.10 0.70 1.12  -0.19
H 2.54 5.32 0.60  0.57
H 5.03 5.58 0.61  0.41
H 6.49 3.62 0.82  0.43
H 5.51 1.32 1.02  0.54
C -2.64 2.29 -1.90  -1.46
C -1.20 2.59 -2.15  -0.18
N -0.14 1.94 -1.72  1.97
C 0.96 2.60 -2.24  -0.61
C 0.55 3.64 -3.01  -1.09
N -0.82 3.63 -2.94  0.09
H -2.75 1.31 -1.45  -0.01
H -3.19 2.30 -2.84  0.53
H -3.08 3.03 -1.23  0.30
H 1.96 2.25 -2.05  0.19
H 1.10 4.36 -3.59  0.43
H -1.45 4.26 -3.40  0.22

Results
Highest occupied orbital energy (spin up / spin down) (eV): -6.4 / -6.4
Relative energy (zero: lowest compared OMol25 entry of this formula, charge and spin) (kcal per mole): 9.1
E_LUMO (spin up / spin down) (eV): -0.535 / -0.535


# 5
The following is a DFT calculation (ωB97M-V with the def2-TZVPD basis set) of a 2-piece molecular cluster, C39H32BF9N2O2 overall at a distorted geometry.

Each line ends with the Mulliken charge.
Cartesian coordinates (Å):
F 0.22 6.59 -1.45  -0.35
C 0.09 5.58 -0.57  0.31
C 1.09 5.33 0.35  -0.83
C 0.94 4.34 1.30  -0.07
F 1.97 4.04 2.12  -0.31
C -0.24 3.62 1.34  0.24
B -0.64 2.58 2.47  1.54
C 0.53 2.22 3.47  -0.24
C 1.21 1.05 3.21  0.73
F 0.83 0.27 2.17  0.07
C 2.25 0.66 4.04  -0.85
C 2.60 1.43 5.13  0.32
F 3.60 1.04 5.95  -0.35
C 1.92 2.60 5.38  -0.87
C 0.88 3.00 4.57  0.00
F 0.17 4.11 4.87  -0.31
C -1.96 2.99 3.25  0.57
C -2.58 1.92 3.86  -0.05
F -2.12 0.67 3.65  -0.23
C -3.69 2.14 4.65  -0.81
C -4.17 3.42 4.84  0.34
F -5.26 3.63 5.61  -0.35
C -3.55 4.48 4.21  -0.74
C -2.45 4.28 3.41  0.12
F -1.90 5.32 2.75  -0.32
H -0.92 1.57 1.88  -0.76
C -1.22 3.82 0.38  0.43
F -2.30 3.00 0.34  -0.41
C -1.06 4.81 -0.56  -0.65
H 2.01 5.88 0.30  0.47
H 2.76 -0.28 3.87  0.58
H 2.18 3.19 6.25  0.48
H -4.21 1.31 5.09  0.47
H -3.96 5.47 4.32  0.48
H -1.82 4.98 -1.30  0.47
C 5.84 -4.96 1.04  -0.60
C 4.71 -3.97 1.35  -0.61
N 3.39 -4.62 1.21  0.24
C 2.25 -3.90 0.77  0.27
C 1.05 -3.91 1.51  -0.33
C 0.02 -3.06 1.20  -0.90
C 0.10 -2.21 0.08  0.68
C -0.96 -1.30 -0.25  -0.85
C -1.32 -0.96 -1.57  0.40
C -1.03 -1.84 -2.63  -0.89
C -1.39 -1.57 -3.92  -0.43
C -2.04 -0.37 -4.24  0.26
N -2.31 -0.06 -5.60  0.16
C -1.87 1.22 -6.19  -0.57
C -2.82 1.64 -7.31  -0.59
O -2.98 0.61 -8.28  -0.38
C -3.47 -0.59 -7.70  -0.74
C -2.54 -1.11 -6.60  -0.70
C -2.37 0.51 -3.19  -0.52
C -2.04 0.22 -1.89  -0.73
C 1.28 -2.26 -0.71  -0.56
C 2.32 -3.07 -0.36  -0.76
C 3.29 -5.88 1.97  -0.67
C 4.46 -6.79 1.61  -0.73
O 5.72 -6.15 1.80  -0.37
H 5.82 -5.24 -0.02  0.34
H 6.83 -4.53 1.26  0.32
H 4.80 -3.62 2.38  0.24
H 4.75 -3.08 0.71  0.49
H 0.96 -4.56 2.36  0.48
H -0.88 -3.07 1.79  0.51
H -1.48 -0.83 0.57  0.56
H -0.54 -2.77 -2.41  0.57
H -1.14 -2.27 -4.70  0.49
H -1.81 1.98 -5.40  0.46
H -0.85 1.09 -6.57  0.24
H -3.81 1.89 -6.91  0.34
H -2.44 2.52 -7.85  0.33
H -4.47 -0.38 -7.30  0.36
H -3.59 -1.31 -8.51  0.35
H -1.58 -1.41 -7.03  0.38
H -2.97 -1.98 -6.10  0.48
H -2.92 1.41 -3.42  0.57
H -2.29 0.92 -1.11  0.48
H 1.38 -1.61 -1.56  0.72
H 3.23 -3.06 -0.95  0.56
H 3.30 -5.64 3.04  0.37
H 2.33 -6.35 1.74  0.46
H 4.47 -7.71 2.22  0.33
H 4.42 -7.09 0.56  0.35

Results
Highest occupied orbital energy (eV): -7.1
E_LUMO (eV): -2.885


# 6
The following is a DFT calculation (ωB97M-V with the def2-TZVPD basis set) of C39H32N2O4S3SbTeTi as an isolated structure.

Each line ends with the Mulliken charge.
Cartesian coordinates (Å):
Ti -0.86 -0.53 -1.08  0.37
C -4.68 2.04 -7.54  -1.57
C -4.33 1.62 -6.14  0.94
C -3.04 1.81 -5.64  -0.92
C -2.70 1.39 -4.37  -0.50
C -3.66 0.77 -3.59  0.22
C -4.96 0.58 -4.05  -0.55
C -5.28 1.00 -5.32  -0.85
S -3.26 0.19 -2.00  1.53
O -2.45 -1.09 -2.15  -0.73
O -4.43 0.07 -1.20  -0.66
N -2.06 1.09 -1.39  0.41
C -2.40 1.90 -0.27  -1.19
C -3.10 3.07 -0.34  -0.56
C -3.44 3.75 0.85  -1.18
C -3.11 3.24 2.07  -0.84
C -2.42 2.01 2.17  0.92
C -2.10 1.37 3.39  -0.68
C -1.48 0.15 3.36  -0.99
C -1.17 -0.44 2.13  -0.51
N -1.45 0.12 0.98  0.96
C -2.07 1.34 0.98  1.12
H -4.01 2.82 -7.89  0.38
H -5.71 2.40 -7.60  0.43
H -4.59 1.18 -8.21  0.30
H -2.30 2.30 -6.26  0.52
H -1.69 1.54 -3.99  0.31
H -5.70 0.11 -3.41  0.56
H -6.29 0.86 -5.69  0.44
H -3.38 3.47 -1.31  0.64
H -3.99 4.68 0.78  0.45
H -3.37 3.77 2.98  0.49
H -2.35 1.85 4.32  0.52
H -1.22 -0.37 4.27  0.46
H -0.69 -1.41 2.10  0.65
S 2.12 -0.19 2.73  -0.65
Sb 2.52 1.86 1.89  1.71
C 2.53 2.28 -0.19  0.09
C 3.75 2.52 -0.82  -0.45
C 3.78 2.92 -2.15  -0.76
C 2.60 3.12 -2.85  -0.59
C 1.38 2.89 -2.23  -0.71
C 1.35 2.46 -0.91  -0.41
C 1.11 3.26 2.64  0.44
C 0.68 4.35 1.90  -0.45
C -0.21 5.26 2.46  -0.68
C -0.64 5.09 3.77  -0.58
C -0.20 4.00 4.51  -0.66
C 0.67 3.08 3.94  -0.85
C 4.37 2.59 2.57  0.38
C 5.52 1.82 2.42  -0.60
C 6.74 2.29 2.88  -0.61
C 6.81 3.53 3.51  -0.47
C 5.66 4.30 3.66  -0.69
C 4.44 3.83 3.19  -0.28
H 4.68 2.41 -0.28  0.43
H 4.74 3.10 -2.63  0.42
H 2.63 3.44 -3.88  0.42
H 0.46 3.03 -2.77  0.41
H 0.38 2.31 -0.44  0.82
H 1.03 4.51 0.88  0.55
H -0.54 6.12 1.89  0.45
H -1.31 5.81 4.22  0.45
H -0.53 3.87 5.54  0.47
H 1.00 2.22 4.51  0.45
H 5.46 0.83 1.97  0.43
H 7.63 1.69 2.77  0.40
H 7.76 3.89 3.87  0.39
H 5.72 5.26 4.15  0.40
H 3.56 4.44 3.31  0.40
O -0.22 -2.32 -0.18  -0.50
C 0.89 -1.76 0.06  0.00
O 1.01 -0.54 -0.28  0.17
H 1.71 -2.29 0.55  0.46
Te 0.70 -0.73 -3.23  0.15
C -0.54 -0.94 -4.89  -0.07
C -1.58 -1.79 -5.13  -0.29
C -2.12 -1.65 -6.43  -0.63
C -1.48 -0.71 -7.17  -0.49
S -0.20 0.01 -6.29  -0.18
H -1.95 -2.49 -4.39  0.52
H -2.95 -2.24 -6.81  0.44
H -1.68 -0.42 -8.19  0.47

Results
Highest occupied orbital energy (spin up / spin down) (eV): -10.5 / -10.5
Relative energy (zero: lowest compared OMol25 entry of this formula, charge and spin) (kcal per mole): 35.2
E_LUMO (spin up / spin down) (eV): -4.183 / -4.105
Charge: +1


> What is the formula in the fifth record?

C39H32BF9N2O2